253
Properties=species:S:1:pos:R:3:forces:R:3 method="wB97M-V/def2-TZVPD" largest_force_ev_per_a=4.5 homo_energy_ev=-9.9 lumo_energy_ev=-1.768 orbital_gap_ev=8.178 charge=+1
C -8.9505 -6.0219 -0.9096 0.82 1.35 0.69
N -8.1194 -5.5902 0.3575 0.57 1.22 0.11
C -9.0527 -4.6928 1.2725 0.85 -0.65 -1.74
C -7.5573 -6.8097 1.1716 -1.28 1.58 -1.29
C -6.9221 -4.6983 -0.1389 0.84 0.16 0.90
C -5.7719 -4.3242 0.9149 -0.22 0.14 -1.06
O -6.1831 -4.0152 2.2003 -0.86 -0.38 1.07
H -8.2660 -6.5010 -1.6096 -0.27 -0.54 0.36
H -9.2694 -5.1167 -1.4264 0.32 0.34 0.23
H -9.9021 -6.5003 -0.6778 0.56 -0.62 0.42
H -9.7727 -5.4163 1.6548 -0.11 0.59 0.27
H -9.4620 -3.9488 0.5889 -0.47 -0.34 -0.06
H -8.5076 -4.0723 1.9838 0.17 -0.96 0.24
H -7.2140 -7.5173 0.4169 0.12 -0.06 0.36
H -8.4367 -7.1577 1.7135 0.36 -0.39 0.05
H -6.7803 -6.4357 1.8383 -0.18 -0.15 -0.13
H -7.2564 -3.7279 -0.5060 -0.83 -0.25 0.03
H -6.4262 -5.1621 -0.9915 -0.23 -0.36 0.05
H -5.3161 -3.4004 0.5585 0.13 -0.25 -0.91
H -4.9646 -5.0520 0.9956 -0.32 -0.33 -0.16
H -6.5744 -3.1390 2.1698 0.04 0.41 0.27
C -1.0419 0.8400 1.4521 -0.60 0.45 -0.41
C -1.2635 2.2862 0.8670 0.57 -0.88 0.04
N -1.3958 2.3211 -0.6032 1.32 0.75 -4.28
C -2.1524 1.4932 -1.4361 0.01 -0.39 0.73
C -1.7938 1.6759 -2.7435 -0.77 -0.84 0.13
N -0.8127 2.5917 -2.8059 0.86 2.18 3.55
C -0.6156 3.0551 -1.5218 -0.68 -1.82 0.73
C -0.0815 3.0637 -3.9879 0.03 0.86 0.14
H -0.7061 0.9155 2.4864 -0.19 0.22 0.04
H -0.2996 0.2169 0.9533 0.17 0.53 -0.41
H -1.9679 0.2654 1.4308 -0.11 0.12 0.10
H -0.3684 2.8549 1.1189 -0.17 0.22 -0.18
H -2.1451 2.7750 1.2817 0.07 -0.19 0.15
H -2.8512 0.7889 -1.0093 -0.05 0.13 -0.20
H -2.1733 1.2477 -3.6594 -0.09 -0.27 0.25
H 0.0533 3.8398 -1.2006 0.12 -0.19 -0.30
H 0.2156 4.1068 -3.8788 -0.61 0.21 0.30
H -0.7954 3.0156 -4.8102 0.67 -0.35 -0.29
H 0.9036 2.6033 -4.0635 -0.53 -0.89 -0.40
C -5.0259 -1.0450 -13.7445 1.61 -0.15 -0.56
C -6.0984 -0.6296 -12.8329 -1.64 -0.36 1.10
N -5.8079 0.5396 -12.0451 1.80 0.61 3.08
C -6.2023 1.8277 -12.2186 0.16 1.36 0.01
C -5.7387 2.6009 -11.1787 0.68 -1.45 0.51
N -5.0476 1.7375 -10.3286 -1.04 -2.59 -2.25
C -5.1173 0.4578 -10.8434 -0.73 3.22 -0.72
C -4.4716 2.0593 -9.0461 0.47 0.99 0.34
H -4.8792 -0.2807 -14.5077 -0.06 -0.28 -0.32
H -5.1733 -2.0428 -14.1578 -0.40 0.25 -0.26
H -4.0663 -1.1293 -13.2346 0.02 0.12 0.26
H -6.3079 -1.3309 -12.0252 -0.14 -0.70 -0.56
H -7.0372 -0.4206 -13.3457 -0.01 -0.16 -0.06
H -6.7593 2.1458 -13.0875 0.04 -0.14 0.10
H -5.7847 3.6374 -10.8785 -0.25 -0.03 -0.48
H -4.7194 -0.3929 -10.3101 -0.04 -0.18 -0.37
H -3.4266 2.3563 -9.1352 0.17 -0.49 -0.19
H -4.5947 1.2133 -8.3699 -0.04 0.35 0.11
H -4.9508 2.9900 -8.7421 -0.27 -0.37 0.56
C -10.1046 2.7308 13.1608 -0.04 -0.46 -0.35
C -9.8837 1.1975 12.9556 -0.71 0.21 0.09
C -9.2765 0.7369 11.6556 0.66 0.08 -0.69
C -7.8629 1.2444 11.3891 0.59 1.00 -0.47
P -7.4386 1.4788 9.5705 -1.48 -1.37 0.11
C -6.7976 -0.0733 8.8499 -0.79 -0.73 -0.21
C -7.6554 -1.3545 9.1063 0.69 0.65 0.63
C -8.9160 -1.5422 8.2968 -0.47 0.36 -1.50
C -9.3771 -2.9782 8.0721 0.59 -0.71 1.31
C -8.9244 1.9826 8.5964 0.12 0.31 -0.45
C -9.4567 3.3877 8.8967 0.27 0.42 -0.82
C -10.8937 3.6686 8.2987 1.26 -0.36 1.51
C -11.4093 5.0686 8.5958 -0.87 -0.63 0.50
C -6.1977 2.7128 9.3108 0.11 1.22 0.00
C -5.9135 3.0965 7.8145 0.41 -0.93 -0.06
C -4.5364 3.6476 7.5751 1.58 -0.47 -0.81
C -3.4012 2.5938 7.3804 -0.49 -0.26 0.75
H -10.4925 3.2628 12.2921 -0.56 -0.56 -0.38
H -9.2318 3.3618 13.3286 0.42 -0.56 0.64
H -10.8263 2.8698 13.9657 0.21 0.15 0.05
H -10.8282 0.6567 12.8964 -0.59 0.54 0.35
H -9.4367 0.6990 13.8157 0.52 0.40 0.09
H -9.9275 1.0411 10.8360 -0.12 0.11 0.01
H -9.2576 -0.3524 11.6217 -0.08 -0.07 0.06
H -7.1316 0.7399 12.0206 0.32 -0.70 -0.67
H -7.7043 2.2388 11.8064 -0.52 0.55 -0.18
H -5.8291 -0.3276 9.2804 0.20 0.57 -0.01
H -6.7063 0.0226 7.7680 0.25 0.41 -0.04
H -7.8072 -1.3125 10.1848 -0.49 -0.56 0.15
H -6.9618 -2.1800 8.9465 -0.13 -0.13 -0.14
H -8.8125 -1.1497 7.2851 0.68 0.33 -0.13
H -9.7409 -0.9235 8.6501 -0.11 -0.16 0.48
H -9.9104 -3.1808 7.1433 -0.46 0.41 0.38
H -9.8705 -3.2958 8.9907 -0.80 -0.23 -0.35
H -8.5589 -3.6982 8.0532 0.56 0.28 -0.23
H -9.8082 1.3447 8.5909 0.51 -0.68 0.32
H -8.5242 1.9692 7.5826 -0.03 -0.21 -0.27
H -8.8087 4.1329 8.4354 0.28 0.03 0.02
H -9.2848 3.5006 9.9671 -1.05 0.60 0.29
H -11.5760 2.9731 8.7873 -0.12 -0.20 -0.07
H -10.9418 3.4648 7.2290 0.35 -0.08 0.00
H -11.0047 5.8839 7.9962 -0.12 -0.19 0.01
H -11.3713 5.3024 9.6598 0.62 0.11 0.08
H -12.4848 4.9259 8.4898 -0.17 0.79 -0.65
H -5.3882 2.3541 9.9465 0.82 -0.32 -0.69
H -6.4258 3.6100 9.8862 -0.59 0.24 -0.12
H -6.5685 3.8414 7.3626 -0.70 -0.20 0.73
H -5.9662 2.2180 7.1715 -0.39 -0.21 0.04
H -4.3451 4.4239 8.3159 0.52 -0.05 0.01
H -4.4942 4.1064 6.5873 -0.59 0.53 0.12
H -2.4612 3.0599 7.0851 -0.02 0.03 0.31
H -3.6258 1.8581 6.6082 -0.43 0.38 -0.46
H -3.2636 1.9267 8.2314 0.33 0.33 0.50
C 13.7446 0.4331 -8.9596 -0.39 0.69 0.21
C 13.2326 1.8053 -8.4302 -0.91 -0.36 -0.82
C 11.7364 2.1746 -8.8574 2.27 -1.16 0.87
C 11.4100 3.5259 -8.2308 -1.59 0.60 -0.10
P 9.9416 3.4274 -7.0996 -0.49 -0.13 -0.28
C 9.3575 5.0955 -6.5365 0.27 -0.73 1.16
C 7.9312 5.1284 -5.8809 -0.60 0.21 -2.21
C 6.7748 5.7319 -6.7342 0.15 0.40 0.20
C 5.4956 5.4444 -5.9833 -0.47 0.17 0.04
C 8.5372 2.5755 -7.9833 -0.40 -0.15 -0.09
C 7.9572 1.2349 -7.4662 1.39 -0.05 -0.15
C 7.0809 0.5537 -8.5200 -1.14 -0.02 0.07
C 6.9603 -0.9588 -8.2613 0.59 0.41 0.47
C 10.4448 2.4715 -5.6320 0.27 0.61 -0.66
C 11.6317 3.0617 -4.8311 -1.24 -0.35 0.09
C 11.7067 2.1918 -3.5663 1.07 0.58 -0.62
C 12.5814 0.9283 -3.7911 -0.69 0.30 1.42
H 13.1305 -0.4043 -8.6283 -0.26 0.12 0.10
H 14.7464 0.2105 -8.5922 0.07 0.22 -0.14
H 13.7383 0.4121 -10.0494 0.15 0.04 0.00
H 13.8479 2.6347 -8.7788 0.32 -0.14 0.00
H 13.2567 1.8134 -7.3405 0.07 0.01 0.11
H 11.1834 1.3319 -8.4427 -0.62 0.17 -0.05
H 11.6511 2.1216 -9.9428 -0.14 0.31 0.08
H 11.0885 4.2653 -8.9644 -0.08 -0.06 -0.35
H 12.2572 4.0254 -7.7609 0.01 -0.31 0.40
H 9.6245 5.8673 -7.2584 -0.50 -0.07 -0.22
H 9.9951 5.3002 -5.6765 0.54 0.02 -0.14
H 7.9718 5.6159 -4.9068 0.03 -0.02 -0.13
H 7.4972 4.1362 -5.7574 0.71 -0.42 0.48
H 6.6537 5.3627 -7.7526 0.49 -0.92 0.02
H 6.8297 6.7899 -6.9907 0.44 0.36 0.72
H 5.4015 4.3878 -5.7324 -0.15 -0.18 -0.37
H 4.6589 5.7692 -6.6017 -0.23 -0.16 0.33
H 5.4505 5.9304 -5.0087 0.02 0.37 -0.09
H 8.8397 2.3211 -8.9991 0.43 0.42 -0.09
H 7.6949 3.2593 -8.0880 0.23 0.46 0.06
H 7.5063 1.3199 -6.4775 -0.32 0.04 -0.14
H 8.8347 0.6007 -7.3400 0.09 -0.37 0.24
H 7.3992 0.7533 -9.5432 0.67 -0.11 0.01
H 6.0966 1.0217 -8.5369 -0.25 -0.06 0.32
H 6.4343 -1.5429 -9.0164 -0.04 0.33 0.00
H 6.5197 -1.1508 -7.2830 -0.32 0.07 -0.08
H 7.9791 -1.3334 -8.1627 0.13 -0.32 -0.25
H 10.7355 1.4621 -5.9231 -0.16 -0.07 -0.31
H 9.5416 2.3609 -5.0319 0.02 0.12 0.22
H 11.4874 4.1052 -4.5512 -0.30 0.04 -0.06
H 12.5608 3.0437 -5.4008 -0.01 -0.23 -0.04
H 10.6998 1.9619 -3.2178 0.04 -0.26 -0.08
H 12.0986 2.8772 -2.8149 0.47 -0.51 0.35
H 12.8377 0.5955 -2.7853 0.30 -0.26 -0.03
H 13.5144 1.1061 -4.3258 -0.18 0.14 -0.11
H 12.0277 0.0891 -4.2121 0.01 0.18 -0.37
C 7.8654 -2.0832 0.2651 -0.74 0.22 -0.05
C 8.0964 -2.9138 1.5023 0.69 -1.20 0.29
C 6.8019 -3.1949 2.2721 0.07 -0.42 1.00
C 6.9949 -4.0585 3.5962 -0.30 1.16 -0.73
P 5.5914 -4.1019 4.6959 -1.09 0.61 1.60
C 4.1057 -4.9723 4.0623 1.03 0.19 0.10
C 3.4800 -4.2640 2.8482 0.09 -1.96 -1.05
C 2.2295 -5.0448 2.4254 -1.37 0.32 0.62
C 1.0648 -4.6154 3.2556 -1.52 0.77 0.71
C 5.0555 -2.3712 5.1078 1.15 -0.71 0.83
C 4.2781 -2.1081 6.4363 -0.91 0.14 -0.74
C 2.7839 -2.4041 6.3118 0.44 -0.21 0.19
C 2.0336 -1.9343 7.5687 -0.44 -0.13 -0.05
C 6.1934 -4.9007 6.2472 0.41 -0.76 -0.44
C 6.5202 -6.4360 6.1179 0.12 -0.03 -0.38
C 7.1313 -7.0211 7.3887 -1.72 -0.29 0.70
C 8.3510 -6.4260 7.9781 1.59 1.30 0.30
H 7.7027 -1.0308 0.4975 -0.09 0.03 0.26
H 6.9166 -2.4322 -0.1422 0.19 0.14 -0.74
H 8.6794 -2.0812 -0.4598 -0.13 -0.45 0.02
H 8.9169 -2.4804 2.0742 -0.39 0.30 0.71
H 8.5059 -3.9043 1.3040 0.10 -0.16 -0.67
H 6.0747 -3.8101 1.7422 0.30 0.33 -0.81
H 6.3287 -2.2225 2.4087 -0.28 -0.05 0.64
H 7.8009 -3.6621 4.2139 0.22 -0.14 0.02
H 7.1469 -5.1209 3.4059 0.51 0.03 -0.39
H 3.4667 -5.1234 4.9322 -0.36 0.50 0.04
H 4.3865 -5.9999 3.8315 0.22 -0.02 -0.38
H 4.0135 -4.5545 1.9432 1.28 0.88 0.28
H 3.4027 -3.1817 2.9523 -0.36 -0.21 -0.17
H 2.4024 -6.1149 2.5390 0.27 -0.03 -0.20
H 1.8968 -4.8341 1.4090 0.75 -0.17 -0.26
H 0.1569 -5.2164 3.3069 0.33 -0.70 -0.20
H 0.6612 -3.7068 2.8088 0.21 0.44 0.29
H 1.3375 -4.4068 4.2901 0.01 0.09 0.12
H 4.6091 -1.9869 4.1906 -0.51 0.13 0.29
H 5.9905 -1.8150 5.1746 0.29 -0.04 -0.04
H 4.3425 -1.0393 6.6401 0.22 0.12 -0.16
H 4.6031 -2.5680 7.3696 0.77 -0.38 -0.36
H 2.6138 -3.4689 6.1528 0.03 -0.26 0.30
H 2.4875 -1.9994 5.3441 -0.62 0.62 0.29
H 2.4093 -1.0198 8.0277 0.00 0.40 -0.62
H 2.1021 -2.6123 8.4195 0.19 -0.58 -0.28
H 0.9655 -1.8407 7.3721 0.02 0.22 0.00
H 5.5026 -4.7496 7.0767 -0.47 -0.13 -0.23
H 7.0599 -4.3349 6.5895 0.28 0.06 -0.36
H 7.1391 -6.7653 5.2832 0.23 0.82 -0.40
H 5.5785 -6.9501 5.9258 -0.15 -0.06 0.16
H 7.3307 -8.0926 7.3708 -0.37 -0.12 -0.74
H 6.2840 -6.9450 8.0702 0.14 0.04 0.65
H 8.3857 -6.4865 9.0659 -0.02 -0.46 -0.04
H 8.5195 -5.3623 7.8099 -0.43 0.27 -0.22
H 9.2627 -6.8594 7.5671 0.00 -0.30 0.12
P -5.9232 -2.1346 -5.0067 -0.66 3.67 -1.02
F -7.3342 -2.6262 -4.3575 0.46 -0.61 -0.05
F -5.2553 -3.5649 -4.9466 -0.40 -0.75 0.87
F -6.5301 -2.3794 -6.5162 0.16 -0.67 0.57
F -4.5419 -1.6097 -5.6915 -0.02 0.11 0.44
F -6.5177 -0.6031 -5.1129 -0.38 -0.11 -0.59
F -5.4669 -1.5930 -3.5124 0.79 -1.76 -0.09
P 3.9364 0.6291 -1.4730 0.57 0.42 1.19
F 2.9078 0.8762 -0.2429 -1.34 -0.14 0.64
F 5.1170 1.0635 -0.4127 0.64 -0.13 -0.61
F 4.0547 -0.8589 -0.9421 1.13 -1.63 0.03
F 5.0265 0.4478 -2.6930 -0.39 0.13 1.04
F 2.7930 0.1123 -2.4377 -0.84 0.56 -0.68
F 3.6961 2.1664 -1.7921 0.22 0.78 -1.38
P -7.3460 1.1150 2.0949 0.40 0.16 -3.03
F -8.6518 1.9178 2.4901 -0.89 -0.16 0.20
F -7.3535 0.3481 3.5238 0.83 0.48 0.13
F -8.2374 -0.1766 1.5078 0.22 0.66 0.40
F -5.9975 0.3400 1.5588 0.15 -0.23 1.59
F -7.3287 1.7692 0.5996 -0.87 0.08 0.35
F -6.4877 2.4324 2.5899 0.30 -1.35 0.69
P -2.0067 7.3648 -7.8014 -1.07 1.36 0.72
F -3.1829 6.7903 -8.7844 0.78 -0.37 0.23
F -1.0376 6.0864 -8.0921 -0.32 0.86 -0.25
F -1.3722 8.2452 -9.0407 -0.30 -0.91 0.67
F -0.9332 8.0534 -6.7827 0.09 -0.38 -0.50
F -3.0710 8.6205 -7.4575 0.91 -0.74 -0.20
F -2.6113 6.5434 -6.5090 -0.10 0.08 -0.62
P 0.3252 -0.1272 -8.9372 0.89 0.20 0.64
F 1.3990 0.4876 -7.8311 -0.32 -0.22 -0.53
F 1.5478 -0.1644 -10.0431 -1.05 0.51 -0.04
F 0.7755 -1.6211 -8.5475 -0.29 -0.35 0.08
F -0.7930 -0.7205 -10.0224 0.90 0.64 0.69
F -0.7768 -0.1749 -7.7305 -0.14 0.28 -0.81
F -0.0698 1.4115 -9.3346 -0.09 -1.01 -0.07